1.
{
  "formula": "C22H26N4O5",
  "method": "ωB97M-V with the def2-TZVPD basis set",
  "symbols": ["C", "O", "C", "C", "C", "C", "C", "C", "N", "C", "O", "C", "N", "C", "C", "N", "C", "C", "O", "N", "C", "C", "C", "C", "C", "C", "O", "C", "O", "C", "C", "H", "H", "H", "H", "H", "H", "H", "H", "H", "H", "H", "H", "H", "H", "H", "H", "H", "H", "H", "H", "H", "H", "H", "H", "H", "H"],
  "coordinates": [[-3.0338, -3.3180, 1.6071], [-3.3213, -2.0786, 1.0088], [-4.3751, -2.0095, 0.1298], [-5.1956, -3.0703, -0.2117], [-6.2315, -2.8867, -1.1173], [-6.4508, -1.6477, -1.6848], [-5.6388, -0.5760, -1.3502], [-4.6019, -0.7434, -0.4459], [-3.7500, 0.2884, -0.0519], [-3.6654, 1.5569, -0.5104], [-4.3607, 2.0583, -1.3673], [-2.5774, 2.3572, 0.2158], [-1.5329, 1.4916, 0.7303], [-0.7801, 2.0303, 1.8465], [0.2409, 3.0958, 1.4319], [1.1588, 2.5087, 0.4696], [2.2628, 3.3793, 0.1124], [3.4417, 2.5833, -0.4542], [4.2483, 3.0708, -1.2132], [3.4601, 1.3178, 0.0340], [4.3464, 0.2726, -0.2257], [5.4724, 0.4327, -1.0246], [6.3436, -0.6258, -1.2645], [6.0524, -1.8348, -0.6826], [4.9222, -1.9986, 0.1198], [4.0540, -0.9670, 0.3646], [4.8652, -3.2907, 0.5713], [6.0001, -3.9368, 0.0325], [6.7338, -3.0246, -0.7527], [0.4238, 2.0623, -0.7064], [-0.6164, 1.0156, -0.2940], [-2.7813, -4.0764, 0.8592], [-3.8692, -3.6736, 2.2184], [-2.1699, -3.1424, 2.2466], [-5.0406, -4.0470, 0.2185], [-6.8624, -3.7245, -1.3729], [-7.2553, -1.5069, -2.3897], [-5.7977, 0.3959, -1.7862], [-3.0544, 0.0302, 0.6415], [-2.2283, 3.1383, -0.4735], [-3.0664, 2.8571, 1.0575], [-1.4739, 2.4418, 2.5818], [-0.2430, 1.1945, 2.3064], [0.8085, 3.4161, 2.3088], [-0.2812, 3.9751, 1.0175], [1.9878, 4.1578, -0.6157], [2.6250, 3.8820, 1.0147], [2.6646, 1.1016, 0.6283], [5.6670, 1.3958, -1.4648], [7.2153, -0.5009, -1.8836], [3.1842, -1.1041, 0.9861], [6.6334, -4.3113, 0.8532], [5.6775, -4.7860, -0.5912], [1.1266, 1.6191, -1.4151], [-0.0719, 2.9103, -1.2091], [-1.1910, 0.7026, -1.1671], [-0.0981, 0.1419, 0.1137]],
  "lowdin_charge": [-0.084, -0.096, -0.208, -0.030, -0.094, -0.089, -0.005, -0.142, 0.149, -0.453, 0.070, -0.097, -0.188, -0.162, -0.165, -0.200, -0.100, -0.459, 0.072, 0.127, -0.215, -0.010, 0.017, -0.209, -0.204, 0.065, 0.034, -0.162, 0.031, -0.155, -0.149, 0.098, 0.097, 0.094, 0.102, 0.101, 0.102, 0.102, 0.130, 0.124, 0.137, 0.121, 0.123, 0.124, 0.128, 0.137, 0.135, 0.130, 0.099, 0.120, 0.123, 0.139, 0.139, 0.129, 0.127, 0.129, 0.125],
  "max_force_ev_per_a": 1.264,
  "spin_multiplicity": 1,
  "gap_ev": 8.2,
  "de_lowest_kcal_mol": 75.77,
  "e_homo_ev": -7.795
}

2.
{
  "formula": "C13H10BrN",
  "method": "ωB97M-V with the def2-TZVPD basis set",
  "symbols": ["C", "C", "C", "C", "C", "Br", "C", "C", "N", "C", "C", "C", "C", "C", "C", "H", "H", "H", "H", "H", "H", "H", "H", "H", "H"],
  "coordinates": [[-0.6338, -1.1899, 1.7228], [-0.0492, -1.1502, 0.3121], [-0.9241, -1.6771, -0.7695], [-2.2442, -1.3789, -0.9366], [-2.9410, -0.3696, -0.3050], [-4.7854, -0.2201, -0.2693], [-2.0135, 1.1568, 0.2486], [-2.8846, 2.1291, 0.6713], [-3.6271, 2.9224, 1.0615], [-0.6574, 1.2981, -0.0802], [-0.1986, 2.6142, -0.3359], [1.0777, 2.8469, -0.7726], [1.9493, 1.7794, -0.9871], [1.5366, 0.4961, -0.7056], [0.2663, 0.2365, -0.1945], [-1.5591, -0.6280, 1.7986], [0.0840, -0.7683, 2.4228], [-0.8334, -2.2220, 2.0016], [0.8801, -1.7263, 0.3248], [-0.4757, -2.3703, -1.4685], [-2.8197, -1.9925, -1.6236], [-0.8933, 3.4331, -0.2139], [1.4060, 3.8569, -0.9668], [2.9536, 1.9656, -1.3361], [2.2265, -0.3257, -0.8329]],
  "lowdin_charge": [-0.039, -0.328, -0.001, -0.188, -0.554, 0.807, -0.085, -0.322, 0.172, -0.170, -0.015, -0.075, -0.073, -0.034, -0.130, 0.058, 0.091, 0.086, 0.136, 0.119, 0.107, 0.114, 0.106, 0.103, 0.114],
  "max_force_ev_per_a": 7.462,
  "spin_multiplicity": 1,
  "gap_ev": [6.1, 6.1],
  "de_lowest_kcal_mol": 11.67,
  "e_homo_ev": [-7.600, -7.600]
}

3.
{
  "formula": "C4H13N3",
  "method": "ωB97M-V with the def2-TZVPD basis set",
  "symbols": ["C", "C", "N", "C", "N", "C", "N", "H", "H", "H", "H", "H", "H", "H", "H", "H", "H", "H", "H", "H"],
  "coordinates": [[2.5526, 0.0649, -0.2548], [1.2853, 0.4271, 0.5109], [0.1495, 0.1537, -0.3281], [-1.0969, 1.2752, -0.0205], [-2.2121, 0.4987, -0.1906], [-2.0161, -0.7681, 0.3882], [-0.4944, -1.1551, -0.1117], [2.4708, -0.9754, -0.4810], [2.9367, 0.6750, -1.1670], [3.3670, 0.1305, 0.3617], [1.2900, 1.5611, 0.6321], [1.2048, 0.0522, 1.4739], [0.4943, 0.0967, -1.4068], [-0.8869, 1.9918, -0.7785], [-0.9040, 1.4415, 1.0122], [-2.8040, 0.4275, -0.9633], [-1.9624, -0.7649, 1.4459], [-2.8176, -1.4893, 0.1858], [0.0489, -1.8517, 0.6426], [-0.6055, -1.7914, -0.9509]],
  "lowdin_charge": [-0.037, -0.193, -0.060, 0.030, 0.026, -0.020, 0.139, 0.076, 0.155, 0.065, 0.174, 0.125, 0.269, 0.157, 0.141, 0.147, 0.132, 0.169, 0.290, 0.215],
  "max_force_ev_per_a": 5.010,
  "spin_multiplicity": 1,
  "gap_ev": 12.0,
  "total_charge": 2,
  "de_lowest_kcal_mol": 124.97,
  "e_homo_ev": -20.029
}

4.
{
  "formula": "C12H48O12",
  "method": "ωB97M-V with the def2-TZVPD basis set",
  "symbols": ["C", "O", "H", "H", "H", "H", "C", "O", "H", "H", "H", "H", "C", "O", "H", "H", "H", "H", "C", "O", "H", "H", "H", "H", "C", "O", "H", "H", "H", "H", "C", "O", "H", "H", "H", "H", "C", "O", "H", "H", "H", "H", "C", "O", "H", "H", "H", "H", "C", "O", "H", "H", "H", "H", "C", "O", "H", "H", "H", "H", "C", "O", "H", "H", "H", "H", "C", "O", "H", "H", "H", "H"],
  "coordinates": [[4.0278, -2.1890, -0.0580], [3.5502, -1.5229, -1.2199], [4.4649, -3.1593, -0.3754], [4.8001, -1.6230, 0.5129], [3.1713, -2.4651, 0.6160], [2.9741, -2.1457, -1.6914], [-0.2221, -2.9409, 2.4540], [-1.3229, -2.1467, 2.8860], [0.1073, -3.6704, 3.1428], [-0.4904, -3.3507, 1.4656], [0.6245, -2.2959, 2.3332], [-2.1121, -2.6839, 2.8677], [-3.1551, 1.2579, 1.9142], [-2.1318, 2.2604, 1.7756], [-3.2054, 0.8321, 2.9341], [-4.0512, 1.7905, 1.7008], [-2.9707, 0.4191, 1.2596], [-1.6941, 2.3485, 2.6365], [0.5504, 2.4137, -3.6411], [-0.6024, 1.5868, -3.4468], [1.2880, 2.2387, -2.8821], [0.9744, 1.9671, -4.5588], [0.2912, 3.4951, -3.7014], [-1.0975, 1.8702, -2.6347], [-2.2523, 3.9141, -1.0815], [-1.3632, 2.7726, -1.0892], [-1.6696, 4.8171, -1.1198], [-2.9572, 3.7242, -1.9638], [-2.8913, 3.8715, -0.1964], [-1.2698, 2.3871, -0.1718], [4.0112, 1.7510, 0.0716], [2.9561, 1.8393, 0.9993], [3.9761, 0.7841, -0.4656], [4.0671, 2.6340, -0.6696], [4.9178, 1.6906, 0.6918], [2.1106, 1.8604, 0.5054], [-0.4474, -0.9772, -5.6147], [-0.4827, -0.9705, -4.1300], [-1.4075, -0.8040, -6.0477], [0.3072, -0.2314, -5.9001], [-0.1349, -1.9941, -5.8547], [-0.7346, -0.0934, -3.8124], [-3.3726, -2.9513, -2.4991], [-2.2481, -2.1380, -2.1294], [-3.0936, -3.7875, -3.1188], [-3.8534, -3.2622, -1.5603], [-4.0710, -2.3780, -3.1377], [-1.8357, -1.8751, -2.9726], [0.7004, -4.0022, -2.2312], [1.5411, -2.9709, -2.7248], [-0.1219, -4.2541, -2.8847], [1.2956, -4.8621, -2.0394], [0.3056, -3.7492, -1.2421], [0.9692, -2.1726, -2.9766], [2.1968, 1.7454, 4.5084], [1.2124, 1.0737, 5.2935], [1.8322, 1.9315, 3.4860], [2.5239, 2.7201, 4.9431], [3.1079, 1.1136, 4.3947], [1.6798, 0.7483, 6.0678], [-2.2967, 1.6432, 5.6056], [-1.2373, 1.9696, 4.7456], [-2.4349, 2.4253, 6.3486], [-3.2405, 1.5336, 5.0522], [-2.1829, 0.7139, 6.2016], [-0.3895, 1.7156, 5.1641], [0.4690, -0.2818, -0.3816], [0.3972, 1.0121, 0.2066], [-0.5108, -0.6885, -0.6587], [1.0735, -0.1795, -1.2671], [1.0315, -1.0139, 0.2840], [0.0485, 0.9588, 1.0827]],
  "lowdin_charge": [-0.165, -0.157, 0.077, 0.084, 0.072, 0.034, -0.149, -0.118, 0.060, 0.083, 0.057, 0.067, -0.107, -0.143, 0.072, 0.068, 0.075, 0.057, -0.112, -0.177, 0.063, 0.083, 0.094, 0.065, -0.110, -0.189, 0.069, 0.104, 0.065, 0.066, -0.176, -0.153, 0.056, 0.100, 0.074, 0.049, -0.068, -0.186, 0.065, 0.080, 0.078, 0.021, -0.150, -0.155, 0.061, 0.081, 0.079, 0.034, -0.142, -0.149, 0.074, 0.067, 0.070, 0.093, -0.127, -0.135, 0.073, 0.092, 0.091, 0.094, -0.171, -0.139, 0.071, 0.069, 0.088, 0.038, -0.101, -0.131, 0.079, 0.067, 0.090, 0.065],
  "max_force_ev_per_a": 2.625,
  "spin_multiplicity": 1,
  "gap_ev": 10.0,
  "de_lowest_kcal_mol": 110.92,
  "e_homo_ev": -9.470
}